(1)
DFT (wB97M-V/def2-TZVPD) results for a 14-piece molecular cluster, C78H72F13NP2SSi overall at a distorted geometry.

Structure (XYZ):
```
168
Properties=species:S:1:pos:R:3:lowdin_charge:R:1
N -2.54 -1.75 2.30 -0.357
P -1.97 -3.09 3.01 0.500
Si 0.13 -2.77 3.76 0.364
P 0.18 -3.60 5.85 0.074
S 1.73 -2.99 6.86 0.094
H -1.77 -1.10 2.38 -0.082
H -1.94 -4.21 2.12 -0.055
H -2.78 -3.49 4.13 -0.040
H 1.04 -3.51 2.87 -0.071
H 0.47 -1.35 3.79 -0.062
H -1.06 -3.20 6.45 -0.055
H 0.07 -5.01 5.69 -0.050
F 3.23 -2.10 2.37 0.010
C 3.56 -0.80 2.52 -0.290
C 3.27 -0.16 3.71 -0.022
C 3.61 1.18 3.86 -0.061
C 4.22 1.86 2.82 -0.078
C 4.51 1.21 1.63 -0.082
C 4.18 -0.13 1.48 -0.028
H 2.78 -0.71 4.51 0.089
H 3.39 1.69 4.79 0.083
H 4.48 2.91 2.94 0.092
H 4.98 1.74 0.82 0.105
H 4.41 -0.66 0.56 0.117
F 3.98 3.45 -1.58 0.037
C 2.84 2.80 -1.89 -0.286
C 2.66 1.50 -1.47 -0.013
C 1.48 0.84 -1.78 -0.070
C 0.50 1.48 -2.52 -0.087
C 0.70 2.78 -2.95 -0.074
C 1.87 3.45 -2.63 -0.018
H 3.44 1.01 -0.89 0.083
H 1.33 -0.18 -1.44 0.098
H -0.42 0.96 -2.77 0.096
H -0.06 3.28 -3.53 0.107
H 2.04 4.48 -2.95 0.116
F 4.22 3.43 5.97 0.045
C 3.47 4.26 6.73 -0.282
C 4.03 5.43 7.19 -0.017
C 3.25 6.28 7.97 -0.073
C 1.94 5.94 8.28 -0.102
C 1.40 4.75 7.81 -0.098
C 2.17 3.91 7.02 -0.020
H 5.05 5.68 6.95 0.117
H 3.67 7.21 8.33 0.106
H 1.34 6.60 8.89 0.100
H 0.38 4.49 8.05 0.110
H 1.76 2.98 6.63 0.115
F 3.35 9.54 -0.05 0.042
C 3.35 8.32 0.54 -0.306
C 3.31 7.19 -0.26 -0.008
C 3.32 5.94 0.35 -0.060
C 3.38 5.84 1.74 -0.079
C 3.42 6.99 2.52 -0.075
C 3.41 8.24 1.91 -0.028
H 3.25 7.29 -1.33 0.119
H 3.29 5.05 -0.26 0.080
H 3.39 4.86 2.20 0.085
H 3.46 6.91 3.59 0.102
H 3.45 9.14 2.51 0.119
F 5.51 -4.14 8.25 0.056
C 5.97 -3.79 7.04 -0.284
C 5.09 -3.66 5.99 -0.037
C 5.57 -3.29 4.74 -0.076
C 6.93 -3.08 4.56 -0.095
C 7.81 -3.22 5.63 -0.088
C 7.33 -3.58 6.88 -0.021
H 4.03 -3.83 6.15 0.013
H 4.89 -3.17 3.91 0.089
H 7.31 -2.79 3.58 0.099
H 8.87 -3.06 5.48 0.102
H 8.00 -3.69 7.72 0.115
F 1.34 5.15 10.97 0.051
C 1.34 3.97 11.63 -0.273
C 1.29 2.79 10.91 -0.012
C 1.30 1.58 11.60 -0.078
C 1.35 1.58 12.99 -0.097
C 1.41 2.77 13.69 -0.084
C 1.41 3.98 13.01 -0.018
H 1.24 2.81 9.84 0.098
H 1.26 0.65 11.06 0.106
H 1.36 0.64 13.53 0.100
H 1.45 2.77 14.77 0.104
H 1.46 4.93 13.54 0.116
F -0.72 -1.71 -2.40 0.051
C -1.50 -2.80 -2.20 -0.273
C -1.40 -3.49 -1.01 -0.024
C -2.21 -4.60 -0.80 -0.091
C -3.10 -5.01 -1.79 -0.094
C -3.19 -4.30 -2.99 -0.075
C -2.39 -3.19 -3.19 -0.005
H -0.70 -3.16 -0.25 0.105
H -2.15 -5.15 0.13 0.077
H -3.73 -5.87 -1.63 0.104
H -3.87 -4.62 -3.76 0.095
H -2.44 -2.62 -4.10 0.087
F -1.85 8.28 2.14 0.053
C -1.46 8.71 0.92 -0.285
C -2.41 8.82 -0.08 -0.021
C -2.02 9.27 -1.33 -0.085
C -0.68 9.58 -1.57 -0.091
C 0.26 9.46 -0.55 -0.074
C -0.14 9.02 0.70 -0.005
H -3.44 8.56 0.13 0.115
H -2.75 9.37 -2.12 0.103
H -0.38 9.93 -2.55 0.100
H 1.29 9.70 -0.74 0.085
H 0.58 8.92 1.51 0.109
F -5.16 -3.36 -5.43 0.052
C -4.68 -3.00 -6.63 -0.271
C -5.55 -2.83 -7.69 -0.015
C -5.05 -2.45 -8.93 -0.072
C -3.69 -2.25 -9.10 -0.082
C -2.82 -2.42 -8.03 -0.066
C -3.32 -2.80 -6.79 -0.009
H -6.61 -3.00 -7.54 0.101
H -5.73 -2.31 -9.76 0.099
H -3.30 -1.95 -10.07 0.103
H -1.76 -2.27 -8.16 0.083
H -2.66 -2.93 -5.95 0.085
F -0.13 -1.37 -9.68 0.049
C 1.02 -1.92 -9.25 -0.289
C 1.36 -1.83 -7.91 -0.022
C 2.55 -2.40 -7.48 -0.081
C 3.39 -3.04 -8.38 -0.096
C 3.03 -3.12 -9.72 -0.083
C 1.84 -2.56 -10.16 -0.017
H 0.69 -1.32 -7.23 0.116
H 2.82 -2.34 -6.43 0.105
H 4.31 -3.48 -8.04 0.100
H 3.69 -3.61 -10.43 0.104
H 1.55 -2.62 -11.20 0.117
F -3.09 3.74 -0.70 0.052
C -3.36 3.19 0.50 -0.289
C -3.24 3.95 1.64 -0.020
C -3.53 3.38 2.87 -0.088
C -3.93 2.05 2.94 -0.101
C -4.05 1.29 1.78 -0.095
C -3.77 1.86 0.55 -0.016
H -2.92 4.99 1.56 0.112
H -3.45 3.97 3.77 0.102
H -4.15 1.61 3.90 0.097
H -4.35 0.26 1.84 0.082
H -3.85 1.29 -0.36 0.116
F -8.51 -2.37 -11.74 0.059
C -8.60 -3.56 -11.13 -0.291
C -8.67 -4.71 -11.90 -0.017
C -8.76 -5.94 -11.27 -0.082
C -8.78 -6.01 -9.88 -0.094
C -8.71 -4.85 -9.12 -0.084
C -8.61 -3.62 -9.75 -0.034
H -8.66 -4.63 -12.98 0.117
H -8.81 -6.85 -11.86 0.104
H -8.85 -6.98 -9.39 0.101
H -8.73 -4.91 -8.04 0.105
H -8.55 -2.70 -9.18 0.115
F -2.74 -7.18 -3.90 0.057
C -1.90 -8.21 -3.71 -0.285
C -0.58 -7.94 -3.40 -0.015
C 0.30 -8.99 -3.20 -0.083
C -0.15 -10.30 -3.31 -0.099
C -1.48 -10.56 -3.62 -0.085
C -2.37 -9.50 -3.82 -0.018
H -0.24 -6.91 -3.33 0.117
H 1.33 -8.80 -2.95 0.104
H 0.53 -11.13 -3.15 0.100
H -1.84 -11.58 -3.71 0.104
H -3.41 -9.68 -4.06 0.116
```

Summary:
Frontier orbital gap in eV: 8.8
Strongest force on any atom in eV/Å: 2.18
ΔE to the lowest compared entry with this formula, charge and spin in kcal per mole: 8.9
E in a.u.: -5738.74701

***

(2)
DFT (wB97M-V/def2-TZVPD) results for a 17-piece molecular cluster, C79H115Cl6F6N14O9S2 overall at a distorted geometry.

Structure (XYZ):
```
231
Properties=species:S:1:pos:R:3:lowdin_charge:R:1
C 4.60 0.20 -2.75 0.031
N 4.78 -1.08 -1.96 0.012
C 5.53 -2.11 -2.43 0.010
C 5.56 -3.23 -1.69 0.017
C 4.81 -3.40 -0.53 -0.130
C 4.04 -2.35 -0.06 0.074
C 4.07 -1.20 -0.81 0.010
C 4.93 -4.66 0.27 -0.073
C 5.20 -4.60 1.69 0.042
C 5.32 -5.69 2.45 0.016
N 5.17 -6.94 1.85 -0.061
C 4.96 -7.15 0.50 0.034
C 4.78 -5.97 -0.27 0.036
C 5.13 -8.20 2.70 0.038
H 4.00 0.96 -2.26 0.055
H 4.13 0.14 -3.73 0.075
H 5.59 0.64 -2.94 0.106
H 5.83 -2.09 -3.46 0.122
H 6.19 -4.06 -1.94 0.131
H 3.33 -2.42 0.75 0.134
H 3.54 -0.31 -0.50 0.100
H 5.23 -3.65 2.20 0.122
H 5.51 -5.65 3.51 0.149
H 4.84 -8.18 0.23 0.144
H 4.53 -6.18 -1.29 0.104
H 4.14 -8.63 2.52 0.089
H 5.20 -7.96 3.76 0.104
H 5.87 -8.89 2.29 0.101
C -0.58 1.19 -0.77 -0.685
F 0.19 2.26 -0.58 0.090
F -1.44 1.09 0.23 0.139
F -1.13 1.31 -1.91 0.174
S 0.67 -0.30 -0.81 0.542
O 1.38 -0.31 0.47 -0.330
O -0.14 -1.51 -1.01 -0.330
O 1.53 -0.02 -1.97 -0.355
C 3.34 -2.81 4.49 -0.564
F 2.09 -2.80 5.09 0.087
F 4.17 -3.67 5.17 0.084
F 3.24 -3.15 3.19 0.065
S 4.10 -1.07 4.52 0.474
O 5.52 -1.30 4.17 -0.358
O 3.36 -0.27 3.57 -0.326
O 3.98 -0.66 5.90 -0.305
C 1.05 4.32 -3.27 -1.532
Cl 2.56 3.42 -3.07 0.540
Cl 1.26 5.43 -4.59 0.570
Cl 0.87 5.19 -1.75 0.530
H 0.13 3.79 -3.49 0.001
C -4.04 5.10 -0.95 -1.428
Cl -5.14 4.08 -1.85 0.579
Cl -4.27 6.88 -1.23 0.523
Cl -2.36 4.63 -1.53 0.489
H -4.18 4.85 0.10 -0.013
C -2.57 -1.41 -3.73 0.003
C -4.10 -1.15 -4.16 -0.418
C -4.79 -2.46 -4.14 -0.181
C -5.13 -2.98 -2.73 -0.170
C -6.07 -1.97 -2.07 -0.117
C -5.51 -0.48 -2.07 -0.462
N -4.87 -0.12 -3.35 -0.020
O -4.37 1.17 -3.44 -0.058
C -6.77 0.30 -1.73 -0.051
C -4.61 -0.30 -0.87 -0.037
C -4.03 -0.80 -5.70 -0.031
H -2.56 -2.07 -2.86 0.055
H -2.08 -0.48 -3.42 0.062
H -1.97 -1.85 -4.53 0.075
H -5.58 -2.61 -4.88 0.120
H -4.15 -3.22 -4.60 0.119
H -4.23 -3.10 -2.13 0.073
H -5.54 -3.99 -2.74 0.114
H -6.05 -2.30 -1.03 0.109
H -7.07 -2.06 -2.50 0.121
H -6.59 1.34 -1.45 0.059
H -7.49 0.39 -2.54 0.089
H -7.31 -0.07 -0.86 0.095
H -4.02 0.62 -0.83 0.058
H -5.08 -0.29 0.11 0.100
H -3.76 -0.98 -0.96 0.077
H -3.37 -1.47 -6.25 0.082
H -3.57 0.17 -5.88 0.066
H -4.99 -0.75 -6.21 0.082
C -4.00 -4.26 0.69 -0.042
C -2.83 -4.63 1.69 -0.464
C -1.80 -3.53 1.30 -0.137
C -0.75 -3.30 2.35 -0.163
C -1.36 -3.15 3.75 -0.156
C -2.33 -4.26 4.19 -0.462
N -3.29 -4.55 3.06 0.015
O -4.39 -5.51 3.45 -0.044
C -1.42 -5.46 4.60 -0.012
C -2.92 -3.63 5.45 -0.049
C -2.39 -6.05 1.24 -0.012
H -3.87 -4.42 -0.38 0.065
H -4.37 -3.23 0.69 0.068
H -4.86 -4.87 0.98 0.076
H -1.36 -3.85 0.36 0.101
H -2.35 -2.62 1.02 0.110
H -0.22 -2.39 2.08 0.099
H 0.04 -4.05 2.30 0.092
H -1.74 -2.13 3.70 0.118
H -0.59 -3.09 4.52 0.104
H -0.62 -5.21 5.30 0.087
H -2.08 -6.18 5.08 0.085
H -0.91 -5.91 3.75 0.046
H -3.58 -2.77 5.30 0.086
H -3.66 -4.33 5.83 0.073
H -2.31 -3.29 6.28 0.095
H -3.23 -6.74 1.26 0.082
H -1.58 -6.50 1.81 0.060
H -2.15 -5.97 0.18 0.063
C -0.29 9.55 4.94 -0.026
C -1.58 8.73 4.44 -0.414
C -2.28 9.64 3.39 -0.161
C -3.38 8.89 2.65 -0.186
C -2.83 7.63 1.97 -0.144
C -2.16 6.64 2.99 -0.459
N -1.21 7.41 3.82 -0.036
O -0.24 6.60 4.52 -0.049
C -3.23 5.93 3.83 -0.016
C -1.45 5.59 2.05 -0.021
C -2.56 8.63 5.70 -0.017
H -0.55 10.50 5.39 0.077
H 0.50 9.67 4.20 0.077
H -0.01 8.92 5.78 0.063
H -2.78 10.47 3.89 0.113
H -1.66 10.17 2.67 0.118
H -3.96 9.51 1.98 0.112
H -4.09 8.59 3.42 0.091
H -2.11 7.97 1.22 0.119
H -3.64 7.05 1.53 0.080
H -4.15 6.50 3.99 0.074
H -3.48 5.08 3.19 0.064
H -2.87 5.52 4.77 0.093
H -0.96 4.80 2.63 0.052
H -2.13 4.95 1.49 0.049
H -0.76 6.06 1.35 0.081
H -2.98 9.54 6.12 0.081
H -2.07 8.15 6.55 0.079
H -3.42 8.02 5.39 0.051
N 1.66 -0.13 -4.68 0.025
C 1.22 -1.29 -5.28 -0.123
C 1.39 -1.08 -6.68 -0.111
C 1.89 0.23 -6.91 -0.106
C 2.05 0.75 -5.64 -0.188
H 1.75 0.05 -3.69 0.060
H 0.97 -2.13 -4.66 0.091
H 1.00 -1.77 -7.41 0.085
H 2.21 0.69 -7.83 0.095
H 2.42 1.75 -5.47 0.081
N 0.33 -4.44 -2.19 0.053
C -0.07 -5.73 -2.37 -0.115
C 1.06 -6.39 -2.78 -0.174
C 2.10 -5.50 -2.94 -0.126
C 1.60 -4.27 -2.60 -0.129
H -0.26 -3.64 -2.01 0.119
H -1.11 -6.01 -2.43 0.122
H 1.22 -7.39 -3.16 0.107
H 3.09 -5.87 -3.17 0.087
H 2.09 -3.31 -2.59 0.107
N 0.46 0.79 2.89 0.048
C 0.28 0.33 4.18 -0.112
C -0.46 1.30 4.92 -0.116
C -0.45 2.47 4.20 -0.135
C 0.07 2.15 2.96 -0.140
H 0.79 0.35 2.04 0.064
H 0.65 -0.66 4.39 0.086
H -0.82 1.22 5.93 0.088
H -0.75 3.43 4.60 0.092
H 0.17 2.70 2.03 0.084
N 4.68 1.21 1.54 0.042
C 4.14 2.03 0.65 -0.155
C 5.19 2.56 -0.11 -0.112
C 6.35 1.76 0.18 -0.113
C 5.95 0.89 1.16 -0.150
H 4.21 0.65 2.24 0.085
H 3.10 2.32 0.71 0.113
H 5.11 3.35 -0.85 0.071
H 7.35 1.78 -0.23 0.084
H 6.42 0.12 1.75 0.107
N -3.12 3.42 -4.91 0.010
C -1.91 2.88 -5.23 -0.141
C -1.34 3.78 -6.17 -0.146
C -2.20 4.90 -6.33 -0.122
C -3.35 4.62 -5.62 -0.114
H -3.88 3.06 -4.35 0.073
H -1.48 1.95 -4.90 0.100
H -0.37 3.67 -6.62 0.074
H -2.07 5.69 -7.06 0.089
H -4.20 5.26 -5.46 0.102
N -3.58 2.04 2.11 0.064
C -4.64 2.50 1.32 -0.153
C -5.71 2.92 2.16 -0.098
C -5.30 2.59 3.43 -0.159
C -4.08 1.97 3.40 -0.127
H -2.68 1.67 1.83 0.109
H -4.62 2.44 0.24 0.046
H -6.68 3.30 1.88 0.094
H -5.84 2.71 4.36 0.097
H -3.57 1.66 4.30 0.104
N 1.29 -7.16 0.30 0.041
C 1.71 -6.34 1.29 -0.187
C 1.50 -6.88 2.53 -0.139
C 0.96 -8.19 2.35 -0.074
C 0.92 -8.34 0.91 -0.118
H 1.29 -6.95 -0.68 0.089
H 2.14 -5.41 0.94 0.106
H 1.70 -6.30 3.42 0.096
H 0.74 -8.86 3.16 0.089
H 0.50 -9.10 0.28 0.100
N 6.58 -3.27 -6.05 -0.021
C 5.41 -3.89 -5.70 -0.133
C 4.45 -2.89 -5.72 -0.115
C 5.03 -1.65 -6.15 -0.083
C 6.41 -1.94 -6.28 -0.129
H 7.50 -3.68 -5.99 0.147
H 5.40 -4.95 -5.46 0.102
H 3.39 -2.87 -5.50 0.070
H 4.61 -0.69 -6.39 0.085
H 7.24 -1.29 -6.49 0.106
N 4.23 6.66 0.02 0.015
C 3.27 6.08 0.84 -0.156
C 2.97 6.94 1.87 -0.131
C 3.61 8.16 1.68 -0.090
C 4.41 7.94 0.52 -0.141
H 4.80 6.34 -0.76 0.138
H 2.96 5.06 0.63 0.079
H 2.28 6.72 2.67 0.091
H 3.62 9.07 2.27 0.085
H 5.21 8.50 0.06 0.090
```

Summary:
Expectation value of S²: 3.77
Frontier orbital gap in eV: 3.8
Strongest force on any atom in eV/Å: 6.37
E in a.u.: -8679.22100
2S+1: 4

***

(3)
DFT (wB97M-V/def2-TZVPD) results for C7Cl5MgNOSSe4 as an isolated structure at a distorted geometry.

Structure (XYZ):
```
20
Properties=species:S:1:pos:R:3:lowdin_charge:R:1
Mg 2.20 0.50 -0.46 0.004
Cl -5.06 0.17 -0.37 0.670
C -3.43 -0.06 -0.18 -0.792
C -2.52 0.54 -1.11 -0.734
Cl -3.08 1.73 -2.19 0.667
C -1.16 0.32 -0.96 -0.545
Cl -0.01 1.10 -2.01 0.712
C -0.55 -0.48 0.10 -0.453
O 0.73 -0.61 0.21 -0.215
C -1.44 -1.15 0.97 -0.625
Cl -0.88 -2.36 2.03 0.706
C -2.88 -0.88 0.87 -0.623
Cl -3.90 -1.72 2.04 0.580
Se 4.26 -1.07 0.96 -0.204
Se 4.72 -2.61 -0.66 -0.268
Se 3.63 -1.81 -2.63 -0.246
Se 3.68 0.47 -2.74 -0.172
S 2.40 2.69 0.64 0.487
C 1.85 2.57 2.18 -0.933
N 1.44 2.66 3.30 -0.016
```

Summary:
Frontier orbital gap in eV: 4.7
Charge: -2
Strongest force on any atom in eV/Å: 4.59
ΔE to the lowest compared entry with this formula, charge and spin in kcal per mole: 14.7
E in a.u.: -12901.97323

***

(4)
DFT (wB97M-V/def2-TZVPD) results for one molecule with the formula C7H10.

Structure (XYZ):
```
17
Properties=species:S:1:pos:R:3:lowdin_charge:R:1
C -0.24 -1.05 0.95 -0.095
C -2.33 -0.06 -0.26 0.052
C -1.11 -0.56 -0.19 -0.321
C 1.15 1.90 0.05 0.013
C 1.52 0.71 0.52 -0.153
C 1.00 -0.63 0.08 -0.294
C 0.06 -0.62 -1.15 -0.107
H -0.30 -2.14 1.07 0.114
H -0.35 -0.57 1.93 0.114
H -2.97 -0.02 0.62 0.059
H -2.73 0.33 -1.19 0.059
H 0.45 2.00 -0.78 0.053
H 1.53 2.82 0.48 0.053
H 2.21 0.68 1.37 0.102
H 1.81 -1.36 0.05 0.130
H 0.18 0.18 -1.89 0.105
H 0.10 -1.59 -1.67 0.117
```

Summary:
Frontier orbital gap in eV: 10.4
SMILES: C=CC1CC(=C)C1
Strongest force on any atom in eV/Å: 0.29
ΔE to the lowest compared entry with this formula, charge and spin in kcal per mole: 44.3
E in a.u.: -272.64740

***

(5)
DFT (wB97M-V/def2-TZVPD) results for one molecule with the formula C7H10 at a distorted geometry.

Structure (XYZ):
```
17
Properties=species:S:1:pos:R:3:lowdin_charge:R:1
C -1.40 -0.32 -1.80 -0.197
C -1.68 -1.41 -2.51 -0.008
C -0.02 0.24 -1.56 -0.202
C 0.39 -0.23 -0.18 -0.117
C 0.62 0.60 0.83 -0.128
C 0.98 0.16 2.17 -0.198
C 1.17 0.95 3.22 -0.004
H -2.23 0.25 -1.41 0.100
H -2.67 -1.84 -2.53 0.049
H -0.90 -2.05 -2.90 0.056
H -0.08 1.33 -1.46 0.104
H 0.69 -0.11 -2.30 0.114
H 0.60 -1.29 -0.12 0.114
H 0.30 1.63 0.74 0.113
H 1.07 -0.91 2.33 0.099
H 1.01 2.03 3.18 0.056
H 1.66 0.63 4.12 0.046
```

Summary:
Frontier orbital gap in eV: 9.7
SMILES: C=C/C=C/CC=C
Strongest force on any atom in eV/Å: 1.52
ΔE to the lowest compared entry with this formula, charge and spin in kcal per mole: 44.8
E in a.u.: -272.64665

***

(6)
DFT (wB97M-V/def2-TZVPD) results for one molecule with the formula C7H10.

Structure (XYZ):
```
17
Properties=species:S:1:pos:R:3:lowdin_charge:R:1
C 1.95 -0.54 -0.60 -0.104
C 1.24 0.36 0.41 -0.221
C -0.75 1.08 1.15 0.083
C -1.74 1.11 0.02 -0.229
C -1.80 -0.27 -0.59 -0.094
C -0.89 -1.06 -0.02 -0.089
C -0.09 -0.25 0.99 -0.359
H 2.86 -0.06 -0.96 0.072
H 2.23 -1.50 -0.17 0.078
H 1.32 -0.73 -1.48 0.072
H 1.88 0.61 1.26 0.112
H 1.03 1.33 -0.08 0.108
H -1.50 1.92 -0.70 0.119
H -2.69 1.45 0.47 0.113
H -2.50 -0.57 -1.36 0.096
H -0.71 -2.11 -0.24 0.108
H 0.16 -0.78 1.92 0.135
```

Summary:
Frontier orbital gap in eV: 9.0
Strongest force on any atom in eV/Å: 0.36
ΔE to the lowest compared entry with this formula, charge and spin in kcal per mole: 90.6
E in a.u.: -272.57363

***

(7)
DFT (wB97M-V/def2-TZVPD) results for C7H10 as an isolated structure at a distorted geometry.

Structure (XYZ):
```
17
Properties=species:S:1:pos:R:3:lowdin_charge:R:1
C 0.81 0.68 1.69 0.023
C 0.44 0.01 0.45 -0.533
C 1.12 -0.36 -0.94 -0.101
C -0.20 -0.18 -1.63 -0.075
C -1.28 -0.41 -0.68 -0.215
C -0.64 -1.12 0.50 -0.083
C -0.67 0.91 -0.07 -0.130
H 1.21 0.12 2.54 0.053
H 1.24 1.68 1.57 0.058
H -0.79 1.16 1.22 0.174
H 1.53 -1.37 -0.94 0.108
H 1.87 0.35 -1.29 0.113
H -0.35 0.36 -2.55 0.113
H -2.32 -0.49 -1.00 0.135
H -0.29 -2.15 0.34 0.116
H -1.24 -1.05 1.41 0.118
H -0.46 1.84 -0.61 0.124
```

Summary:
Frontier orbital gap (alpha / beta) in eV: 8.3 / 7.3
Strongest force on any atom in eV/Å: 1.89
ΔE to the lowest compared entry with this formula, charge and spin in kcal per mole: 150.8
E in a.u.: -272.47764